No. 1
DFT (wB97M-V/def2-TZVPD) results for a 13-piece molecular cluster, C44H119N15O18 overall at a distorted geometry.

XYZ file:
```
196
C44H119N15O18 wB97M-V/def2-TZVPD
C 7.21400 -2.47761 1.71647
O 5.90550 -1.85034 1.45893
C 4.96291 -2.85918 1.07354
C 3.59890 -2.17941 0.82851
N 3.00501 -1.87313 2.19672
C 1.71983 -1.13550 2.14045
C 1.36027 -0.61475 3.53775
O 2.04402 0.57904 3.86346
C 1.84480 1.00736 5.19878
H 7.49748 -3.20852 0.95916
H 7.25242 -2.87607 2.73030
H 7.97715 -1.69992 1.74675
H 4.84316 -3.52767 1.92612
H 5.29212 -3.36635 0.16663
H 2.83243 -2.83439 0.41424
H 3.70312 -1.20279 0.35582
H 3.73449 -1.29188 2.58417
H 0.90746 -1.74525 1.74499
H 1.75759 -0.27607 1.47110
H 1.60387 -1.30838 4.34251
H 0.32148 -0.28469 3.54749
H 0.80200 1.25793 5.39336
H 2.52281 1.81941 5.46144
H 2.10540 0.16370 5.83786
C -3.60726 -3.40342 0.81943
O -2.36396 -4.01625 0.55079
C -1.44399 -3.20402 -0.17252
C -0.05498 -3.83329 -0.34160
N 0.03297 -5.04424 -1.10538
C -0.16893 -4.77112 -2.52125
C 0.22501 -5.89992 -3.44674
O 1.61607 -5.89925 -3.72624
C 1.98092 -7.10952 -4.37475
H -3.99423 -2.98675 -0.11049
H -3.58314 -2.59579 1.55103
H -4.28700 -4.15346 1.22380
H -1.36394 -2.33882 0.48559
H -1.77978 -2.82799 -1.13892
H 0.22106 -4.23166 0.63472
H 0.66393 -3.10472 -0.71639
H -0.66190 -5.68520 -0.74981
H 0.27568 -3.82918 -2.84245
H -1.22212 -4.66327 -2.78062
H -0.38715 -5.82874 -4.34580
H -0.04569 -6.81707 -2.92362
H 1.53503 -7.22930 -5.36214
H 1.72983 -7.94747 -3.72445
H 3.06905 -7.10965 -4.43862
C -0.52124 -1.09075 -3.37639
O -0.14095 -0.59921 -2.04734
C 0.92296 0.32781 -2.28453
C 0.95767 1.34358 -1.12127
N -0.38222 1.79682 -0.88361
C -0.49126 2.57579 0.31944
C -1.95552 2.67113 0.86714
O -2.54285 1.40039 0.83232
C -2.07531 0.45265 1.78715
H -1.43138 -1.66590 -3.20632
H 0.18800 -1.82130 -3.76545
H -0.88141 -0.28098 -4.01094
H 0.81333 0.87727 -3.21951
H 1.89198 -0.14740 -2.43703
H 1.63323 2.17251 -1.33247
H 1.36280 0.81911 -0.25588
H -0.84384 0.93445 -0.63196
H -0.14384 3.59770 0.16746
H 0.08236 2.06359 1.09191
H -2.47523 3.33377 0.17512
H -2.08854 3.08677 1.86597
H -1.05027 0.09141 1.70413
H -2.82186 -0.32602 1.63082
H -2.21697 0.70760 2.83739
C -5.94377 -1.13059 2.90216
O -6.10583 -1.96050 1.80077
C -7.09975 -1.56340 0.87140
C -7.33188 -2.57864 -0.29307
N -6.29374 -2.69165 -1.26413
C -6.34344 -1.50815 -2.19044
C -5.10219 -1.56434 -3.18737
O -3.86761 -1.35658 -2.46031
C -3.56022 -0.06257 -1.88991
H -6.82136 -0.70823 3.39159
H -5.25327 -0.36293 2.55288
H -5.43058 -1.67120 3.69745
H -6.99860 -0.54025 0.50943
H -7.95393 -1.45016 1.53897
H -8.27468 -2.28603 -0.75524
H -7.52967 -3.57204 0.10959
H -5.38145 -2.80983 -0.84718
H -6.36454 -0.54000 -1.69011
H -7.13470 -1.46207 -2.93870
H -5.31658 -0.74053 -3.86815
H -4.98947 -2.44606 -3.81822
H -4.37981 0.25070 -1.24322
H -3.36433 0.62192 -2.71525
H -2.70213 -0.14489 -1.22281
C -1.82367 3.43565 4.85793
O -0.81578 4.37281 4.72025
C -0.87183 5.11576 3.51674
C -0.06554 6.38057 3.64711
N 1.40658 6.14433 3.84426
C 2.18519 7.34305 3.96315
C 3.62581 7.06162 4.26404
O 3.77528 6.04505 5.33020
C 5.19429 5.94230 5.54851
H -1.59848 2.86261 5.75739
H -1.91355 2.75710 4.00964
H -2.75618 3.99568 4.92781
H -1.88480 5.40752 3.23948
H -0.48151 4.50265 2.70444
H -0.41557 6.84100 4.57101
H -0.29777 7.01067 2.78854
H 1.65076 5.50788 4.58952
H 1.84403 7.90628 4.83177
H 2.09668 8.04327 3.13251
H 4.08788 8.01783 4.50953
H 4.14397 6.81298 3.33787
H 5.71906 6.89685 5.58806
H 5.64933 5.43461 4.69804
H 5.41211 5.41017 6.47451
C 5.49558 -0.32390 -1.60323
C 6.82333 0.41576 -1.91964
C 8.05186 -0.09318 -1.16958
O 7.02635 0.50032 -3.29391
H 4.66329 0.01647 -2.21932
H 5.43613 -0.30378 -0.51505
H 5.53221 -1.37450 -1.89135
H 6.50750 1.41217 -1.61055
H 7.68908 -0.54736 -0.24752
H 8.78405 0.65206 -0.85873
H 8.57530 -0.89955 -1.68330
H 7.12449 -0.38261 -3.65777
C -5.59649 2.59855 6.45478
C -5.18513 1.60454 5.33702
C -4.92883 2.28011 3.97503
O -3.97929 1.08802 5.74590
H -4.73188 3.24910 6.58648
H -5.83538 2.04393 7.36221
H -6.47477 3.21230 6.25474
H -5.79456 0.73962 5.07505
H -4.52150 3.29104 3.96078
H -5.83412 2.25989 3.36829
H -4.25697 1.73355 3.31324
H -3.63550 0.59847 4.99507
C -1.87546 -2.75387 -6.33706
C -0.50175 -3.36607 -6.15288
C -0.19537 -4.59981 -6.94459
O 0.38748 -2.35033 -6.59029
H -2.48712 -3.07058 -5.49228
H -2.20506 -3.02416 -7.34026
H -1.89174 -1.67587 -6.17659
H -0.29133 -3.63497 -5.11774
H 0.84177 -4.91741 -6.83695
H -0.52960 -4.37113 -7.95657
H -0.79626 -5.46594 -6.66736
H 0.42493 -2.37844 -7.54914
C -1.12797 4.39920 -3.18397
O -1.24039 5.33010 -3.95259
N -0.01669 3.88441 -2.91904
N -1.99715 3.58545 -2.70916
H 0.05319 2.98996 -2.45517
H 0.80396 4.44033 -3.11295
H -1.75763 2.93064 -1.97844
H -2.94490 3.77090 -3.00489
C 1.42921 1.03285 -5.93139
O 2.41705 0.45350 -5.58718
N 1.38570 2.32879 -5.84195
N 0.37031 0.55751 -6.55247
H 0.66335 2.97303 -6.13047
H 2.21458 2.74926 -5.44666
H -0.47010 1.10515 -6.67031
H 0.31084 -0.45066 -6.54103
C -1.96797 -1.90074 4.46195
O -2.93054 -1.21836 4.27988
N -1.47234 -2.10570 5.65856
N -1.44642 -2.70541 3.58892
H -2.01831 -1.68470 6.39664
H -0.61015 -2.63163 5.66954
H -1.87257 -2.95593 2.70816
H -0.63838 -3.23464 3.88404
C 3.92479 -2.91141 -4.75688
O 4.76980 -3.60245 -4.31340
N 4.15206 -1.69651 -5.18132
N 2.61873 -3.24606 -4.75961
H 5.10150 -1.40412 -4.99917
H 3.36650 -1.08624 -5.35611
H 2.37912 -4.15764 -4.39670
H 1.94208 -2.72834 -5.30203
C 2.92731 3.72888 1.34003
O 3.46004 3.13208 0.45001
N 2.62620 4.97366 1.29836
N 2.59720 3.21051 2.53245
H 2.89284 5.48620 0.46992
H 2.11045 5.40428 2.05245
H 2.72511 2.25748 2.84144
H 2.14824 3.85746 3.16488
```

Results
LUMO, Ha: 0.01470
Net charge: 0
Highest occupied orbital energy, eV: -8.800
Orbital gap, eV: 9.20
E_tot, eV: -106758.7743
Spin multiplicity: 1

No. 2
DFT (wB97M-V/def2-TZVPD) results for C24H37GeN6O2Si3Ti as an isolated structure at a distorted geometry.

XYZ file:
```
74
C24H37GeN6O2Si3Ti wB97M-V/def2-TZVPD
Ti 0.13113 0.31497 0.06945
O -4.16798 2.45621 2.36087
C -3.55669 1.82129 3.37753
C -4.10120 1.95964 4.64955
C -3.52219 1.34860 5.74452
C -2.40449 0.54064 5.57765
C -1.86635 0.37361 4.32294
C -2.40002 1.02921 3.20696
C -1.69565 0.95734 1.94006
O -0.67319 0.17410 1.74509
N -2.05143 1.80373 0.96754
N -1.21448 1.68466 -0.06724
C -1.36634 2.34350 -1.20874
C -0.46925 1.94299 -2.21938
C -0.47453 2.42277 -3.53795
C 0.39046 1.87635 -4.46645
C 1.22076 0.82447 -4.06512
C 1.18550 0.39619 -2.75401
N 0.39608 0.94149 -1.81394
H -3.63282 2.32770 1.54843
H -4.98526 2.56829 4.75468
H -3.93054 1.50664 6.73117
H -1.95551 0.04735 6.42680
H -0.99731 -0.24246 4.16690
H -2.16813 3.05644 -1.35820
H -1.16834 3.20109 -3.81196
H 0.40560 2.22123 -5.48713
H 1.88311 0.33796 -4.76307
H 1.80379 -0.42835 -2.42087
C 3.85483 4.74559 0.79168
Si 2.54203 3.74246 -0.19113
C 3.13516 3.56145 -2.00622
C 0.90408 4.71768 -0.08549
Ge 2.16487 1.56524 0.84147
Si 3.94285 -0.08264 0.30641
C 3.59644 -1.69788 1.27084
C 4.29751 -0.51432 -1.53101
C 5.52471 0.80014 0.94872
Si 1.88721 1.79866 3.27307
C 0.40271 2.94972 3.64547
C 3.45437 2.57770 4.06795
C 1.72122 0.05486 4.04006
H 4.06803 5.68898 0.29965
H 4.79154 4.20792 0.89644
H 3.49678 4.97616 1.78951
H 2.97945 4.48053 -2.56125
H 2.59388 2.77530 -2.52164
H 4.19186 3.32147 -2.04778
H 0.87197 5.54423 -0.78594
H 0.77150 5.12712 0.91022
H 0.05483 4.07251 -0.29866
H 2.56908 -2.01402 1.09097
H 3.71887 -1.55776 2.34123
H 4.24854 -2.51218 0.96647
H 3.71623 -1.37471 -1.85410
H 5.34607 -0.76612 -1.66901
H 4.07304 0.31723 -2.19378
H 5.44092 1.03868 2.00354
H 5.67717 1.73178 0.41284
H 6.41292 0.19266 0.81313
H 0.69734 3.99523 3.66829
H -0.05047 2.71500 4.60554
H -0.37325 2.84194 2.89053
H 3.68666 3.54882 3.64749
H 4.32535 1.94614 3.92836
H 3.31472 2.70675 5.13585
H 1.20580 -0.61300 3.35154
H 1.16316 0.07771 4.97130
H 2.69471 -0.37386 4.26045
N -2.11435 -5.28484 -0.79880
C -1.27640 -4.52009 -0.60661
N -0.27191 -3.75215 -0.37635
C 0.04623 -2.56594 -0.31574
N 0.62586 -1.53480 -0.23042
```

Results
LUMO (alpha / beta), Ha: -0.00585 / -0.09506
Net charge: 0
Highest occupied orbital energy (alpha / beta), eV: -6.564 / -8.193
Energy relative to the best compared isomer or geometry (same formula, charge and spin), kJ/mol: 167.8
Orbital gap (alpha / beta), eV: 6.41 / 5.61
E_tot, eV: -141789.8005
Spin multiplicity: 4

No. 3
DFT (wB97M-V/def2-TZVPD) results for a 12-piece molecular cluster, C2H31NO12S2 overall at a distorted geometry.

XYZ file:
```
48
C2H31NO12S2 wB97M-V/def2-TZVPD
N 2.73295 0.56513 -2.17683
C 2.51807 1.68724 -1.25243
C 1.00352 2.11215 -1.17727
S 0.42797 2.66453 0.59483
S -0.32325 3.14727 2.71847
H 3.67255 0.20078 -2.07832
H 2.52004 0.62272 -3.16321
H 2.73731 1.31870 -0.26465
H 3.15836 2.50498 -1.54396
H 0.97594 3.01810 -1.78039
H 0.45152 1.22176 -1.46029
H -1.08267 2.04562 2.89446
H -0.47529 -0.42072 1.71816
H 0.30648 0.34799 0.70757
O -0.15122 -0.49279 0.81089
H 1.01629 1.83515 3.86845
H -0.30894 1.23648 3.29085
O 0.57516 1.01013 3.60500
H -1.21483 0.14344 1.95301
H -1.97184 -0.66034 3.07819
O -1.29132 -0.00047 2.89423
H -4.65814 -0.31363 0.48250
H -3.91167 -1.71209 0.27569
O -3.92356 -0.86904 0.78190
H 1.68476 -0.00106 2.71561
H 2.75077 -0.82102 2.02606
O 2.20828 -0.01479 1.87399
H -2.74597 -1.65150 -1.34643
H -2.74542 -3.15175 -1.17522
O -3.36602 -2.43753 -1.32539
H 0.15293 -4.16475 1.49555
H 0.25849 -2.73421 1.10614
O 0.06498 -3.28493 1.88591
H 1.53925 -0.89468 -2.05708
H 0.93132 -1.46106 -3.27551
O 0.80718 -1.52099 -2.30774
H -1.04547 1.97376 -2.49457
H -1.75563 0.86316 -1.76709
O -1.73531 1.83601 -1.83857
H 0.19901 3.91585 0.24301
H 2.24246 2.64344 1.93276
O 2.00817 2.92042 1.03999
H -0.49232 -1.00495 -1.86633
H -1.35754 -0.41019 -0.62875
O -1.40417 -0.63442 -1.57099
H -1.11467 -3.71932 -2.56469
H 0.36265 -3.34399 -2.39392
O -0.23117 -4.11458 -2.48359
```

Results
LUMO, Ha: -0.00694
Net charge: 0
Highest occupied orbital energy, eV: -8.002
Orbital gap, eV: 7.81
E_tot, eV: -50301.3517
Spin multiplicity: 1

No. 4
DFT (wB97M-V/def2-TZVPD) results for C30H50BN5P2PdSe as an isolated structure.

XYZ file:
```
90
C30H50BN5P2PdSe wB97M-V/def2-TZVPD
Pd 0.21058 -0.36597 0.23477
C -2.92077 -3.11561 -0.68945
C -1.75843 -2.91549 -1.66486
C -2.15537 -3.38210 -3.06913
C -0.58356 -3.77923 -1.18942
P -1.14482 -1.14966 -1.58841
C -0.05448 -1.00574 -3.08694
N 0.87726 0.02950 -2.71913
B 1.02865 0.46724 -1.36298
N 1.83854 1.64388 -1.42582
C 2.07728 2.46423 -0.27308
P 1.44995 1.43072 1.14616
C 3.00008 0.88999 2.03124
C 3.89231 0.26529 0.94386
C 3.77531 2.00774 2.72703
C 2.63181 -0.19945 3.04520
C 0.45935 2.67356 2.13853
C 1.15631 4.01346 2.38986
C 0.06465 2.04561 3.47743
C -0.80713 2.94226 1.31657
C 2.11507 1.93527 -2.75833
C 2.81126 2.97971 -3.33408
C 2.91174 3.01777 -4.72461
C 2.33167 2.03180 -5.51138
C 1.63111 0.97184 -4.93555
C 1.52493 0.93073 -3.55904
C -2.53205 0.06278 -1.97981
C -3.48921 -0.39497 -3.08195
C -1.89909 1.39056 -2.41995
C -3.31792 0.33673 -0.69376
H -3.12584 -4.18590 -0.60172
H -3.83624 -2.63251 -1.03092
H -2.67484 -2.74178 0.30745
H -2.38747 -4.44966 -3.02081
H -1.33746 -3.26414 -3.78080
H -3.03199 -2.87315 -3.46191
H -0.88444 -4.83006 -1.22476
H -0.27662 -3.53077 -0.17733
H 0.29876 -3.66361 -1.82145
H -0.62953 -0.73311 -3.97726
H 0.43918 -1.96134 -3.28207
H 1.53197 3.40969 -0.33884
H 3.13623 2.70041 -0.13905
H 4.36413 1.02539 0.31870
H 3.33713 -0.42350 0.30687
H 4.68165 -0.31431 1.42531
H 3.97104 2.85366 2.06415
H 4.74150 1.60857 3.04631
H 3.26326 2.37100 3.61846
H 2.10347 -1.01853 2.56190
H 2.02028 0.18339 3.86282
H 3.55148 -0.60700 3.47111
H 2.03841 3.91362 3.01561
H 0.45615 4.67408 2.90992
H 1.44470 4.51447 1.46586
H 0.91061 2.00007 4.16312
H -0.32158 1.03564 3.34764
H -0.71223 2.65487 3.94870
H -0.57496 3.40341 0.35334
H -1.46039 3.62694 1.86456
H -1.34816 2.01963 1.11300
H 3.26502 3.74936 -2.72192
H 3.45266 3.82742 -5.19631
H 2.42743 2.08222 -6.58790
H 1.18868 0.19862 -5.55139
H -2.96280 -0.65965 -4.00059
H -4.16803 0.42865 -3.31937
H -4.10030 -1.24197 -2.77304
H -1.37850 1.31312 -3.37551
H -1.19867 1.76837 -1.67383
H -2.69904 2.12721 -2.53715
H -3.76268 -0.55840 -0.26326
H -4.12160 1.04752 -0.90617
H -2.65848 0.78010 0.05070
Se 4.17758 -3.63400 1.36767
C 2.65644 -2.85955 0.83950
N 1.66717 -2.34084 0.49709
N -3.17789 -3.21010 5.02328
C -2.43740 -2.56988 4.06586
C -1.26597 -3.12865 3.55079
C -0.57610 -2.47033 2.55621
N -0.96195 -1.29885 2.03425
C -2.07604 -0.76117 2.54001
C -2.83818 -1.34133 3.52968
H -2.73985 -3.95280 5.53947
H -3.85876 -2.67507 5.53271
H -0.88964 -4.07288 3.92316
H 0.33797 -2.88579 2.14759
H -2.38119 0.19482 2.13602
H -3.73310 -0.84406 3.88159
```

Results
LUMO, Ha: 0.01505
Net charge: 0
Highest occupied orbital energy, eV: -6.670
Energy relative to the best compared isomer or geometry (same formula, charge and spin), kJ/mol: 0.0
Orbital gap, eV: 7.08
E_tot, eV: -127457.3309
Spin multiplicity: 1

> Look up the E_tot of the second one.

-141789.8005 eV